Entry 1:
DFT (ωB97M-V with the def2-TZVPD basis set) results for a structure of composition C2H2N2O in a non-equilibrium geometry.

The LUMO energy is -0.437 eV. As for the total energy: -7130.841 eV. For the largest force on an atom, the calculation gives 5.3 eV/Å. Its HOMO energy is -9.824 eV. As for the frontier orbital gap: 9.387 eV. As for the net charge: 0.

Cartesian coordinates (Å):
1 C -0.972 -0.392 -0.148
2 C 0.318 0.107 -0.691
3 N -0.377 -0.340 1.073
4 N 0.887 -0.206 0.556
5 O 0.776 0.840 -1.506
6 H -1.936 -0.445 -0.523
7 H 1.303 0.435 1.239

Entry 2:
DFT (ωB97M-V with the def2-TZVPD basis set) results for a cluster of 3 separate species, C33H27FNO5P2 in total in a non-equilibrium geometry.

The LUMO energy is -5.278 eV. As for the total energy: -67671.799 eV. For the largest force on an atom, the calculation gives 7.2 eV/Å. Its HOMO energy is -11.046 eV. As for the frontier orbital gap: 5.768 eV. As for the net charge: +1.

Cartesian coordinates (Å):
1 C -6.399 -6.849 -4.726
2 C -6.438 -7.020 -3.418
3 C -6.276 -7.317 -1.822
4 C -4.909 -6.571 -1.370
5 C -5.120 -5.510 -0.143
6 P -3.353 -4.858 0.268
7 N -2.214 -5.595 -0.870
8 F -3.010 -5.388 1.878
9 P -3.182 -2.686 0.037
10 O -4.500 -1.979 -0.370
11 H -6.121 -6.657 -5.818
12 H -6.071 -8.464 -1.754
13 H -7.212 -6.997 -1.240
14 H -4.179 -7.383 -0.982
15 H -4.457 -5.946 -2.242
16 H -5.558 -6.041 0.800
17 H -5.851 -4.659 -0.397
18 H -1.489 -6.155 -0.389
19 H -1.802 -4.871 -1.485
20 H -2.633 -2.191 1.292
21 H -2.129 -2.448 -0.941
22 C 0.683 -4.325 0.869
23 C 1.709 -4.579 1.778
24 C 2.785 -3.703 1.876
25 C 2.844 -2.573 1.056
26 C 1.830 -2.332 0.131
27 C 0.742 -3.204 0.046
28 C 1.904 -1.167 -0.778
29 O 1.012 -0.955 -1.585
30 C 3.076 -0.269 -0.699
31 C 3.187 0.802 -1.590
32 C 4.281 1.660 -1.514
33 C 5.261 1.457 -0.544
34 C 5.156 0.388 0.341
35 C 4.068 -0.483 0.258
36 C 3.983 -1.636 1.180
37 O 4.842 -1.818 2.026
38 H -0.161 -5.004 0.800
39 H 1.669 -5.460 2.411
40 H 3.579 -3.903 2.589
41 H -0.058 -3.013 -0.664
42 H 2.426 0.968 -2.347
43 H 4.369 2.488 -2.210
44 H 6.111 2.131 -0.481
45 H 5.927 0.233 1.092
46 C 0.726 9.987 1.029
47 C 2.015 9.816 0.528
48 C 2.495 8.537 0.259
49 C 1.689 7.423 0.503
50 C 0.407 7.593 1.028
51 C -0.077 8.879 1.280
52 C -0.438 6.419 1.337
53 O -1.560 6.566 1.792
54 C 0.101 5.062 1.094
55 C -0.662 3.943 1.434
56 C -0.168 2.664 1.197
57 C 1.085 2.497 0.610
58 C 1.851 3.610 0.275
59 C 1.363 4.895 0.525
60 C 2.200 6.070 0.198
61 O 3.300 5.924 -0.312
62 H 0.350 10.985 1.230
63 H 2.647 10.680 0.344
64 H 3.499 8.411 -0.136
65 H -1.079 9.018 1.676
66 H -1.641 4.065 1.889
67 H -0.761 1.795 1.467
68 H 1.468 1.500 0.418
69 H 2.828 3.473 -0.178

Entry 3:
DFT (ωB97M-V with the def2-TZVPD basis set) results for a structure of composition C25H28F5N9OS3ScTe in a non-equilibrium geometry.

The LUMO energy is -4.109 eV. As for the total energy: -115921.140 eV. For the largest force on an atom, the calculation gives 3.6 eV/Å. Its HOMO energy is -9.371 eV. As for the frontier orbital gap: 5.262 eV. As for the net charge: +1.

Cartesian coordinates (Å):
1 Sc -0.519 -0.409 0.081
2 C -3.784 -4.881 -5.575
3 C -3.042 -3.513 -5.485
4 N -1.664 -3.568 -5.015
5 C -0.828 -2.488 -4.973
6 S -0.781 -1.251 -6.174
7 N 0.251 -2.612 -4.097
8 N 0.587 -1.504 -3.499
9 C 1.786 -1.442 -2.861
10 C 2.841 -2.469 -2.992
11 C 1.979 -0.226 -2.144
12 C 3.234 0.423 -1.966
13 C 3.246 1.758 -1.481
14 C 2.130 2.498 -1.161
15 C 0.934 1.826 -1.459
16 N 0.899 0.524 -1.717
17 H -4.890 -4.687 -5.483
18 H -3.453 -5.538 -4.746
19 H -3.516 -5.348 -6.546
20 H -3.527 -2.857 -4.788
21 H -3.054 -3.065 -6.475
22 H -1.412 -4.213 -4.246
23 H 2.453 -3.162 -3.740
24 H 2.862 -2.972 -2.035
25 H 3.826 -2.095 -3.273
26 H 4.166 -0.015 -2.194
27 H 4.266 2.151 -1.423
28 H 2.115 3.504 -0.678
29 H -0.016 2.333 -1.438
30 C -1.084 -2.527 4.171
31 C -1.030 -1.634 2.973
32 N -0.401 -1.933 1.836
33 N 0.546 -2.920 1.886
34 C 1.771 -2.707 1.338
35 N 2.604 -3.730 1.398
36 S 2.099 -1.167 0.685
37 C -1.645 -0.321 2.968
38 C -2.413 0.246 4.024
39 C -2.838 1.549 3.945
40 C -2.353 2.411 2.897
41 C -1.521 1.859 1.972
42 N -1.263 0.510 1.973
43 H -1.041 -1.898 5.059
44 H -0.176 -3.172 4.137
45 H -2.067 -3.079 4.126
46 H 0.177 -3.877 2.017
47 H 2.361 -4.504 2.009
48 H 3.579 -3.679 1.113
49 H -2.813 -0.355 4.845
50 H -3.564 1.933 4.645
51 H -2.676 3.492 2.753
52 H -1.186 2.454 1.136
53 F -1.320 -2.009 -0.650
54 Te -3.578 1.493 -0.877
55 F -2.807 3.173 -1.717
56 F -3.933 2.868 0.481
57 F -1.863 -1.842 -7.338
58 F -4.181 0.227 0.531
59 O -1.869 0.920 -0.815
60 S 3.027 2.293 4.290
61 C 2.397 1.698 2.774
62 N 1.718 2.503 2.034
63 C 1.723 3.801 2.601
64 C 1.156 4.923 1.957
65 C 1.270 6.143 2.640
66 C 1.981 6.234 3.818
67 C 2.497 5.128 4.477
68 C 2.421 3.867 3.844
69 H 2.659 0.644 2.534
70 H 0.580 4.963 1.075
71 H 0.797 6.999 2.223
72 H 2.118 7.137 4.347
73 H 3.050 5.181 5.449

The highest frontier orbital gap belongs to which entry?
C2H2N2O

Please write out number 1 again, unchanged.
DFT (ωB97M-V with the def2-TZVPD basis set) results for a structure of composition C2H2N2O in a non-equilibrium geometry.

The LUMO energy is -0.437 eV. As for the total energy: -7130.841 eV. For the largest force on an atom, the calculation gives 5.3 eV/Å. Its HOMO energy is -9.824 eV. As for the frontier orbital gap: 9.387 eV. As for the net charge: 0.

Cartesian coordinates (Å):
1 C -0.972 -0.392 -0.148
2 C 0.318 0.107 -0.691
3 N -0.377 -0.340 1.073
4 N 0.887 -0.206 0.556
5 O 0.776 0.840 -1.506
6 H -1.936 -0.445 -0.523
7 H 1.303 0.435 1.239

What is the net charge in the first record?
0

Look up the frontier orbital gap of the third one.
5.262 eV